# C63H54BrN4O3P2Ti

C63H54BrN4O3P2Ti as an isolated structure at a distorted geometry (ωB97M-V/def2-TZVPD, OMol25).

Atoms and positions in Å:
Br -0.55 -1.70 1.84
Ti 0.33 -0.45 -0.25
P 1.64 1.96 1.02
P -0.59 1.97 -0.49
O -4.59 1.37 0.14
O 4.10 -1.65 -6.00
O -2.11 1.55 -1.06
N -1.16 -1.38 -1.02
N 4.62 0.53 -5.67
N 1.41 -0.64 -1.87
N -2.47 -0.83 -1.04
C 2.48 -2.98 3.39
C 0.64 -4.55 -0.79
C 5.97 -2.04 1.42
C 5.29 1.63 -1.18
C 5.55 2.94 -1.56
C 3.34 -4.17 5.28
C 4.64 3.92 -1.22
C 1.97 0.17 1.01
C -1.20 -2.74 -1.20
C 3.50 3.60 -0.50
C -1.95 6.34 0.40
C 5.18 -0.96 1.81
C 1.22 4.38 -3.39
C 0.80 -5.46 0.34
C 1.81 -7.43 1.30
C 3.31 4.88 3.47
C 2.42 -1.74 -3.75
C 7.04 0.51 1.36
C -1.17 1.58 1.44
C -2.59 0.40 -1.76
C 2.66 4.24 2.43
C -6.72 1.00 -2.76
C 2.33 -3.95 4.35
C 1.00 -7.31 2.42
C 7.27 -1.85 1.01
C -5.82 0.58 -3.73
C 3.11 -0.57 -4.15
C 0.92 3.80 -4.62
C 0.24 2.60 -4.65
C -0.48 4.49 0.82
C -2.60 5.59 -0.56
C -6.29 1.25 -1.47
C -4.96 1.09 -1.13
C 3.85 4.15 4.51
C 3.23 2.30 -0.10
C 1.62 -1.74 -2.65
C 0.10 -6.27 2.50
C -4.05 0.64 -2.09
C 3.80 -1.18 2.28
C 4.64 -2.43 4.26
C -0.26 -3.60 -0.88
C -4.49 0.41 -3.39
C 4.14 1.32 -0.48
C 4.49 -3.40 5.22
C -0.88 5.79 1.09
C -0.01 -5.35 1.48
C 2.07 0.48 -2.26
C -0.15 1.98 -3.47
C -1.12 3.73 -0.15
C 3.72 2.77 4.51
C 1.71 -6.51 0.27
C 5.74 0.32 1.78
C 0.03 1.71 2.28
C 2.54 2.85 2.40
C 3.63 -2.19 3.33
C 3.97 -0.63 -5.32
C 3.06 2.13 3.47
C 2.81 -0.48 1.72
C -2.19 4.29 -0.84
C 2.89 0.57 -3.34
C 0.06 2.60 -2.24
C 0.77 3.79 -2.23
C 7.81 -0.57 0.97
H -1.60 0.57 1.47
H -2.15 -3.13 -1.58
H 5.98 0.84 -1.44
H -3.62 1.46 0.17
H 1.89 1.36 -1.66
H 2.25 4.85 1.64
H -7.76 1.13 -3.01
H 0.96 4.28 -1.28
H 0.01 2.59 2.93
H 6.45 3.19 -2.11
H 1.70 -2.83 2.66
H 0.34 4.06 1.36
H -3.78 0.09 -4.13
H 7.45 1.51 1.35
H 1.23 4.28 -5.54
H 2.81 4.40 -0.25
H 0.02 2.13 -5.59
H -6.15 0.41 -4.74
H 4.79 1.24 -4.98
H -6.97 1.59 -0.71
H -2.27 7.35 0.61
H -0.72 -4.54 1.55
H 8.83 -0.42 0.65
H 1.32 -4.74 -1.62
H 3.97 0.28 -0.23
H -0.62 1.01 -3.54
H 2.51 -8.25 1.22
H 1.43 -4.53 4.37
H 1.08 -2.63 -2.37
H -3.43 6.01 -1.11
H 4.38 4.65 5.31
H 5.29 -3.57 5.94
H -2.88 -0.79 -0.10
H 2.54 -2.63 -4.34
H 2.94 1.06 3.50
H -2.70 3.72 -1.60
H 2.34 -6.61 -0.60
H 3.35 1.52 -3.55
H 5.55 -3.04 1.44
H 3.38 5.96 3.47
H 0.27 0.83 2.88
H -0.36 6.37 1.83
H 4.14 2.19 5.32
H 5.33 0.43 -6.39
H 7.87 -2.69 0.70
H -2.04 0.25 -2.69
H 5.14 1.16 2.10
H 1.08 -8.03 3.22
H 1.79 5.30 -3.35
H 4.81 4.95 -1.52
H -1.95 2.30 1.69
H -0.54 -6.17 3.37
H 3.23 -4.94 6.03
H 5.54 -1.83 4.24

The electronic energy is -190042.9089 eV. Its expectation value of S² is 2.031. The total charge is -1. As for the spin multiplicity: 3. As for the molecular weight: 1104.87 g mol⁻¹. The value obtained for the frontier orbital gap (spin up / spin down) is 4.75 / 5.86 eV.

Mulliken atomic charge list, values in e, 2 entries: number 1, Br, carries -0.52; number 2, Ti, carries -1.93


# C24H78O15

A 15-piece molecular cluster, C24H78O15 overall at a distorted geometry (ωB97M-V/def2-TZVPD, OMol25).

Atoms and positions in Å:
O -10.12 -18.25 0.69
O -11.00 -20.66 -0.41
O -14.51 -18.34 -7.84
O -8.75 -17.66 -6.96
O -2.72 -17.72 -0.53
O -10.05 -21.79 -5.92
O -12.24 -22.25 -4.15
O -10.19 -19.88 -7.91
O -13.64 -20.55 -1.91
O -7.42 -13.09 -7.14
O -10.30 -15.69 -0.07
O -6.83 -23.23 -2.12
O -4.08 -17.74 -7.26
O -8.99 -19.31 -4.70
O -9.72 -22.45 -2.27
C -5.85 -22.66 -4.11
C -10.16 -23.94 -6.82
C -4.35 -17.62 -2.07
C -7.95 -22.64 -6.80
C -5.78 -21.06 -2.04
C -6.00 -19.12 -6.66
C -14.21 -16.16 -6.90
C -12.57 -18.06 -6.51
C -9.26 -18.36 2.91
C -6.54 -22.11 -2.89
C -8.45 -18.04 -2.94
C -5.40 -12.64 -6.00
C -4.62 -18.83 0.26
C -7.07 -14.36 -5.14
C -4.78 -18.38 -6.15
C -8.99 -18.48 1.41
C -10.83 -18.60 -3.40
C -9.41 -19.16 -3.38
C -9.33 -22.94 -6.07
C -6.42 -13.76 -6.35
C -13.51 -17.40 -7.54
C -3.81 -19.30 -5.43
C -8.34 -19.83 1.13
C -4.12 -17.62 -0.59
H -7.41 -18.35 -2.99
H -10.94 -17.90 -4.23
H -10.17 -22.08 -1.51
H -9.61 -24.88 -6.95
H -5.04 -17.53 -5.51
H -10.07 -20.60 -7.29
H -4.10 -19.67 -0.19
H -9.16 -23.34 -5.07
H -12.97 -18.03 -5.50
H -8.08 -13.73 -7.40
H -6.59 -19.31 -5.76
H -10.98 -24.21 -6.15
H -3.42 -20.12 -6.03
H -11.00 -20.09 -8.38
H -4.98 -12.15 -6.87
H -5.66 -21.94 -4.90
H -4.50 -18.71 1.34
H -9.36 -15.55 -0.02
H -7.89 -15.06 -5.33
H -12.72 -20.29 -1.84
H -13.00 -17.07 -8.44
H -9.01 -20.68 1.29
H -3.03 -18.63 -5.06
H -8.07 -22.36 -7.84
H -15.03 -17.98 -8.57
H -14.09 -19.98 -1.29
H -7.48 -13.54 -4.54
H -5.93 -14.52 -6.96
H -4.45 -16.72 -0.08
H -7.39 -21.85 -6.30
H -13.42 -15.47 -6.59
H -12.82 -22.54 -4.85
H -10.23 -17.36 0.34
H -4.33 -19.74 -4.58
H -5.89 -11.86 -5.43
H -11.73 -20.74 0.22
H -7.33 -23.53 -6.78
H -6.34 -14.81 -4.47
H -11.53 -19.43 -3.53
H -9.40 -20.07 -2.79
H -10.82 -22.15 -5.46
H -14.83 -15.60 -7.60
H -6.50 -18.53 -7.43
H -8.45 -18.55 3.61
H -14.85 -16.43 -6.06
H -4.92 -23.13 -3.80
H -5.37 -20.23 -2.61
H -11.10 -18.00 -2.53
H -10.53 -23.59 -7.79
H -10.15 -18.94 3.15
H -6.53 -23.35 -4.60
H -8.13 -17.84 1.20
H -10.64 -15.37 0.77
H -4.58 -13.05 -5.41
H -5.64 -20.08 -7.04
H -7.43 -19.81 1.73
H -7.78 -23.17 -1.95
H -9.25 -18.25 -7.52
H -2.42 -17.34 -1.36
H -10.45 -19.97 -0.05
H -12.81 -22.11 -3.40
H -8.57 -17.69 -1.91
H -8.65 -17.12 -3.49
H -8.74 -18.08 -6.10
H -9.56 -17.34 3.15
H -5.71 -18.81 0.18
H -11.55 -17.67 -6.49
H -10.36 -22.37 -2.98
H -4.91 -21.46 -1.52
H -6.41 -20.76 -1.21
H -8.06 -19.83 0.08
H -12.42 -19.13 -6.67
H -3.87 -18.47 -2.56
H -7.48 -21.68 -3.24
H -9.41 -20.03 -5.19
H -5.42 -17.70 -2.24
H -4.05 -16.67 -2.50
H -4.67 -17.10 -7.67

The electronic energy is -56864.9969 eV. As for the molecular weight: 606.87 g mol⁻¹. The value obtained for the frontier orbital gap is 9.51 eV. The calculation puts the energy above the lowest of the compared OMol25 structures with the same formula, charge and spin at 212.2 kJ/mol.

Mulliken atomic charge list, values in e, 2 entries: number 1, O, carries -0.57; number 2, O, carries -0.53


# C14H21N3O3S

One molecule with the formula C14H21N3O3S at a distorted geometry (ωB97M-V/def2-TZVPD, OMol25).

Atoms and positions in Å:
S 3.54 1.65 0.92
O -1.87 2.29 1.95
O 0.53 -2.19 -0.08
O -2.72 -0.07 -0.60
N -1.04 2.35 -0.14
N 1.47 1.61 -0.72
N 2.65 -0.38 -0.49
C -3.79 0.29 1.32
C 1.29 3.02 -0.49
C 3.36 -1.31 0.35
C 2.48 0.92 -0.13
C 1.42 -2.91 0.76
C -3.70 -0.98 -0.48
C -0.83 1.86 -1.47
C -2.78 0.72 0.50
C 2.44 -1.96 1.38
C 0.42 0.97 -1.49
C -4.39 -0.81 0.68
C -0.01 3.28 0.29
C -0.50 -3.00 -0.60
C -1.85 1.83 0.82
H -0.70 2.72 -2.14
H 3.04 -2.53 2.09
H 0.84 -3.41 1.55
H 1.91 -1.17 1.92
H -5.21 -1.39 1.03
H -1.69 1.29 -1.82
H 3.81 -2.07 -0.29
H 0.74 0.78 -2.52
H 0.14 3.13 1.36
H 1.93 -3.69 0.17
H 1.90 -0.82 -1.01
H -1.10 -2.36 -1.24
H 4.15 -0.75 0.86
H -0.34 4.31 0.13
H -0.09 -3.83 -1.19
H -3.80 -1.69 -1.28
H 1.28 3.54 -1.45
H 2.14 3.38 0.09
H 0.15 0.01 -1.02
H -1.13 -3.41 0.20
H -4.05 0.73 2.26

The electronic energy is -36306.2657 eV. As for the molecular weight: 311.41 g mol⁻¹. The value obtained for the frontier orbital gap is 8.38 eV. The calculation puts the energy above the lowest of the compared OMol25 structures with the same formula, charge and spin at 124.5 kJ/mol. As for the structure (SMILES): COCCCNC(=S)N1CCN(C(=O)c2ccco2)CC1.

Mulliken atomic charge list, values in e, 2 entries: number 1, S, carries -0.50; number 2, O, carries -0.71


# C41H88F4N8O13S4

A 8-piece molecular cluster, C41H88F4N8O13S4 overall at a distorted geometry (ωB97M-V/def2-TZVPD, OMol25).

Atoms and positions in Å:
S 0.95 -2.85 1.35
S 5.27 0.91 0.71
S 4.51 2.81 1.80
S -0.41 -1.92 3.03
F 4.79 -0.61 0.73
F 3.08 3.58 2.09
F 1.89 -2.37 0.12
F -1.01 -0.43 3.21
O 0.28 -2.09 4.31
O 6.47 0.83 1.57
O 5.05 2.67 3.13
O 5.43 1.13 -0.72
O 0.92 -5.10 -5.81
O -1.67 -2.62 2.79
O 1.64 1.72 4.62
O 3.94 0.09 -4.04
O -0.04 0.92 -1.34
O -4.81 -3.38 -2.20
O 5.19 3.72 0.89
O 0.01 -3.74 0.64
O 1.98 -3.40 2.24
N 3.85 1.60 1.26
N 1.77 -4.92 -4.74
N 0.51 -1.48 1.62
N 1.79 0.78 5.59
N 1.24 1.06 0.67
N -4.46 -2.43 -1.19
N 3.71 2.03 -5.41
N -4.48 4.59 -1.11
C 5.89 1.52 -4.09
C 2.79 -3.79 -5.04
C -3.46 -3.85 0.58
C -4.62 -2.89 0.22
C 3.60 -4.01 -6.32
C 2.89 -1.28 6.50
C 1.24 -5.13 -3.32
C -5.63 3.60 -0.64
C 0.86 -0.34 7.62
C -4.34 5.75 -0.10
C -3.65 -1.15 -1.56
C 0.14 -4.18 -2.90
C 2.41 -5.04 -2.23
C 3.77 -3.66 -3.83
C -2.15 -1.61 -1.74
C 2.24 2.31 -5.03
C 2.17 -1.16 7.83
C -3.17 6.67 -0.37
C -4.95 5.08 -2.51
C 1.10 0.79 -0.84
C -4.71 -1.73 1.25
C -5.87 -3.71 0.54
C -3.04 3.83 -1.05
C 0.14 1.94 1.32
C 2.02 -2.43 -5.19
C 4.19 0.86 6.28
C -3.31 8.05 0.34
C 3.09 -0.01 5.57
C -3.78 -0.04 -0.46
C 4.45 1.11 -4.47
C -6.31 3.08 -1.93
C -0.44 1.50 6.38
C 0.89 1.03 6.86
C -5.52 3.75 -3.05
C 2.31 0.27 -1.55
C -4.16 -0.46 -2.83
C -3.70 -0.60 0.95
C 3.14 -3.73 -2.41
C 3.40 -0.49 4.12
C 0.69 -6.58 -3.23
C 1.56 2.03 7.79
H 4.47 -4.49 -3.96
H 4.13 0.77 7.37
H -4.77 3.03 -3.39
H 2.00 2.85 7.20
H -3.26 2.78 -1.23
H 3.84 -3.56 -1.59
H -3.55 0.44 -2.99
H 3.87 -1.71 6.71
H 5.15 0.45 5.98
H -4.78 0.39 -0.58
H -2.21 6.30 -0.03
H 3.79 0.33 3.51
H -5.28 6.29 -0.15
H 3.04 -3.71 -7.20
H -1.57 -1.82 -0.85
H -6.32 4.21 -0.07
H -2.21 -2.47 -2.42
H 3.05 -5.91 -2.38
H -3.87 0.20 1.66
H -0.16 -4.42 -1.88
H 3.00 -0.21 -0.86
H 2.38 -2.09 5.98
H -0.01 2.66 0.51
H -5.20 -0.15 -2.91
H 0.25 2.46 2.27
H 4.25 -2.69 -3.87
H -0.92 0.79 5.71
H 2.36 1.68 8.44
H -4.04 -1.08 -3.72
H -2.68 -0.92 1.16
H -6.22 2.00 -2.03
H -4.09 5.49 -3.04
H -5.18 2.84 -0.01
H -3.66 7.96 1.36
H 4.19 1.90 5.96
H -0.38 2.41 5.78
H 2.70 -1.64 -5.52
H -2.91 6.82 -1.42
H -3.43 -4.79 0.03
H -6.75 -3.13 0.25
H -3.08 0.77 -0.65
H -5.85 -4.56 -0.14
H 0.46 -3.14 -2.80
H -4.08 8.64 -0.16
H -2.52 -3.30 0.49
H 1.52 -1.99 -4.33
H -2.73 3.73 -0.01
H 2.88 -0.70 8.52
H -0.64 1.17 1.35
H 4.13 2.94 -5.25
H 0.13 -0.94 7.06
H -1.18 1.55 7.18
H 4.44 -3.32 -6.26
H 1.36 -7.28 -3.72
H -1.58 -0.83 -2.25
H 1.60 1.50 -5.38
H 2.20 2.47 -3.95
H -0.30 -6.57 -3.69
H -5.71 -1.32 1.34
H -6.09 3.99 -3.95
H 4.06 -5.00 -6.34
H 4.19 -1.23 3.96
H 1.08 0.16 1.11
H 0.35 -0.28 8.58
H 0.83 2.45 8.48
H 1.30 -2.59 -6.00
H -0.74 -4.29 -3.54
H -4.50 -2.04 2.27
H 6.27 2.13 -4.91
H 3.00 1.00 -1.98
H 5.99 1.99 -3.11
H -5.75 5.80 -2.33
H 3.90 1.72 -6.35
H -3.43 -4.07 1.65
H 1.79 -2.12 8.18
H 0.52 -6.84 -2.18
H 1.97 -0.41 -2.33
H 6.66 0.76 -4.21
H 2.48 -2.87 -2.29
H -5.91 -4.03 1.58
H 2.10 -5.12 -1.19
H 1.88 3.23 -5.49
H -7.33 3.43 -2.12
H -4.30 5.35 0.91
H -2.43 8.70 0.29
H 2.18 1.33 0.92
H -2.29 4.31 -1.68
H 2.54 -0.94 3.63

The electronic energy is -136653.5189 eV. Its expectation value of S² is 0.755. The total charge is +3. As for the spin multiplicity: 2. As for the molecular weight: 1105.46 g mol⁻¹. The value obtained for the frontier orbital gap (spin up / spin down) is 2.91 / 3.82 eV.

Mulliken atomic charge list, values in e, 2 entries: number 1, S, carries 0.56; number 2, S, carries 0.78